(1)
DFT (ωB97M-V/def2-TZVPD) results for 11 unconnected molecules or ions with the total composition C18H58N4O11 at a distorted geometry.

Geometry (Å):
C: 2.274 -2.342 -4.984
C: 2.207 -1.162 -4.058
O: 2.627 -1.644 -2.798
H: 1.590 -3.151 -4.809
H: 3.299 -2.668 -5.138
H: 1.939 -1.884 -5.961
H: 1.142 -0.591 -3.976
H: 2.960 -0.447 -4.312
H: 2.571 -0.995 -2.062
C: -1.672 -1.687 3.415
C: -1.097 -0.452 4.001
O: -1.679 0.678 3.397
H: -2.695 -1.763 3.673
H: -1.163 -2.594 3.779
H: -1.645 -1.494 2.338
H: -0.021 -0.693 4.056
H: -1.454 -0.531 5.006
H: -1.085 1.391 3.590
C: 1.850 1.207 1.611
C: 0.786 0.323 0.947
O: -0.409 1.097 0.862
H: 1.522 1.626 2.497
H: 2.229 1.987 1.026
H: 2.580 0.498 1.917
H: 0.571 -0.512 1.539
H: 1.117 -0.044 -0.072
H: -0.991 0.747 1.621
C: -0.602 1.274 -2.698
C: -1.530 2.375 -3.135
O: -1.217 3.646 -2.599
H: -0.856 1.007 -1.626
H: 0.451 1.479 -2.736
H: -0.803 0.389 -3.318
H: -2.520 2.083 -2.750
H: -1.564 2.571 -4.222
H: -1.386 3.686 -1.663
C: -0.821 5.794 0.180
C: -0.787 4.396 0.904
O: -1.497 3.438 0.130
H: -1.971 5.922 0.106
H: -0.449 5.878 -0.865
H: -0.706 6.630 0.847
H: -1.320 4.511 1.864
H: 0.170 3.946 1.124
H: -1.182 2.555 0.415
C: 0.395 -2.662 -0.798
C: -0.233 -2.651 -2.162
O: -1.660 -2.890 -1.933
H: 1.442 -2.457 -0.771
H: 0.111 -3.588 -0.313
H: -0.039 -1.870 -0.204
H: 0.279 -3.462 -2.775
H: -0.119 -1.658 -2.640
H: -2.048 -2.966 -2.825
C: -3.829 0.896 -0.512
C: -3.675 -0.596 -0.824
O: -2.983 -1.404 0.082
H: -2.799 1.304 -0.278
H: -4.419 1.070 0.375
H: -4.222 1.371 -1.303
H: -3.202 -0.580 -1.811
H: -4.775 -0.942 -1.033
H: -2.246 -1.825 -0.361
C: 4.661 -1.572 0.227
O: 4.803 -0.814 1.333
N: 5.504 -1.474 -0.707
N: 3.794 -2.540 0.224
H: 6.279 -0.689 -0.648
H: 5.695 -2.358 -1.258
H: 3.086 -2.746 1.022
H: 3.726 -3.242 -0.588
C: -5.380 0.091 2.870
O: -5.497 0.619 4.201
N: -6.314 0.073 1.957
N: -4.217 -0.239 2.380
H: -7.257 0.257 2.323
H: -6.188 0.189 0.962
H: -3.326 0.009 2.942
H: -4.034 -0.358 1.411
C: 2.439 -2.309 3.276
O: 1.948 -3.051 2.199
H: 3.201 -2.949 3.579
H: 1.730 -2.149 4.076
H: 2.908 -1.414 3.022
H: 1.373 -3.650 2.535
C: 4.491 1.795 -0.661
O: 3.719 0.752 -1.263
H: 5.387 2.042 -1.347
H: 4.827 1.613 0.341
H: 3.929 2.642 -0.473
H: 3.975 -0.100 -0.913

Properties
ΔE to the lowest compared entry with this formula, charge and spin   536.99 kJ/mol
Kohn-Sham gap   8.68 eV
Strongest force on any atom   9.994 eV/A
Lowest unoccupied orbital energy   0.19 eV
Total energy   -1767.0390 Ha
SMILES   NC(N)=O.NC(N)=O.CCO.CCO.CCO.CCO.CCO.CCO.CCO.CO.CO
HOMO level   -8.493 eV
Multiplicity   1
M   506.68 g/mol

***

(2)
DFT (ωB97M-V/def2-TZVPD) results for 2 unconnected molecules or ions with the total composition C5H8O2.

Geometry (Å):
C: -1.303 0.112 1.169
C: -1.445 0.158 -0.327
O: -0.560 0.956 -1.063
C: 0.674 0.399 -1.266
C: 1.108 -0.721 -0.694
O: 0.387 -1.479 0.190
C: -0.949 -1.088 0.335
H: -0.469 0.680 1.574
H: -2.193 0.080 1.792
H: -2.432 0.154 -0.779
H: 1.293 0.993 -1.926
H: 2.812 1.762 0.814
H: 2.100 -1.117 -0.870
H: 2.579 1.067 0.688
H: -1.601 -1.956 0.362

Properties
ΔE to the lowest compared entry with this formula, charge and spin   336.59 kJ/mol
Kohn-Sham gap   9.31 eV
Strongest force on any atom   0.229 eV/A
Lowest unoccupied orbital energy   1.06 eV
Total energy   -345.6768 Ha
SMILES   C1=CO[C@@H]2C[C@@H]2O1.[H][H]
HOMO level   -8.244 eV
Multiplicity   1
M   100.12 g/mol

***

(3)
DFT (ωB97M-V/def2-TZVPD) results for 4 unconnected molecules or ions with the total composition C16H39O16PS4 at a distorted geometry.

Geometry (Å):
C: -4.248 3.609 5.991
C: -3.355 3.824 4.594
C: -1.973 4.594 5.076
C: -0.987 5.050 3.851
C: 0.272 5.975 4.414
C: -0.336 3.837 2.973
O: -1.208 2.857 2.284
S: -0.011 2.077 1.291
O: -0.330 0.678 0.716
O: 0.471 2.867 0.014
O: 1.389 2.255 2.309
C: 0.911 2.946 3.553
P: 0.590 1.453 4.698
O: -0.027 1.805 6.110
O: -0.381 0.184 3.991
O: 2.178 0.733 5.039
H: -3.689 4.021 6.948
H: -5.290 4.154 5.950
H: -4.367 2.443 6.153
H: -3.967 4.634 3.972
H: -3.171 2.827 4.010
H: -2.344 5.603 5.595
H: -1.450 3.981 5.935
H: -1.640 5.733 3.122
H: 0.773 5.351 5.287
H: -0.044 7.057 4.729
H: 1.061 5.997 3.524
H: 0.190 4.433 2.082
H: 1.864 3.540 3.925
H: -1.350 0.454 3.937
H: 2.454 1.231 5.885
O: -1.863 -3.912 5.912
S: -0.752 -4.806 5.653
O: 0.591 -4.515 6.106
O: -0.706 -5.144 4.059
C: -0.650 -4.067 3.135
C: 0.742 -3.468 3.064
C: -1.192 -6.431 6.215
H: -1.398 -3.305 3.380
H: -0.914 -4.474 2.153
H: 1.006 -2.971 4.002
H: 0.804 -2.727 2.261
H: 1.492 -4.247 2.888
H: -2.187 -6.679 5.840
H: -1.195 -6.421 7.307
H: -0.449 -7.144 5.852
O: -1.338 -1.965 -3.239
S: -0.559 -1.250 -4.229
O: 0.801 -1.621 -4.553
O: -0.599 0.343 -3.884
C: -0.198 0.770 -2.591
C: 1.313 0.762 -2.447
C: -1.492 -1.176 -5.738
H: -0.673 0.161 -1.814
H: -0.563 1.795 -2.464
H: 1.706 -0.258 -2.477
H: 1.614 1.211 -1.496
H: 1.784 1.315 -3.267
H: -2.509 -0.852 -5.510
H: -1.506 -2.177 -6.175
H: -1.004 -0.479 -6.421
O: 3.703 -0.686 -8.310
S: 3.268 -2.066 -8.388
O: 4.124 -3.115 -8.898
O: 1.840 -2.127 -9.170
C: 1.745 -1.546 -10.463
C: 2.379 -2.433 -11.519
C: 2.670 -2.560 -6.791
H: 2.185 -0.543 -10.471
H: 0.679 -1.432 -10.685
H: 3.462 -2.497 -11.381
H: 2.189 -2.037 -12.520
H: 1.984 -3.452 -11.458
H: 1.987 -1.796 -6.416
H: 3.530 -2.655 -6.124
H: 2.165 -3.523 -6.885

Properties
Kohn-Sham gap   9.66 eV
Strongest force on any atom   8.328 eV/A
Lowest unoccupied orbital energy   -1.00 eV
Total energy   -3770.7590 Ha
SMILES   CCC[C@@H](C)[C@@H]1OS(=O)(=O)O[C@@H]1P(=O)(O)O.CCOS(C)(=O)=O.CCOS(C)(=O)=O.CCOS(C)(=O)=O
HOMO level   -10.659 eV
Multiplicity   1
M   646.71 g/mol

***

(4)
DFT (ωB97M-V/def2-TZVPD) results for 2 unconnected molecules or ions with the total composition C2H10N.

Geometry (Å):
N: -2.037 0.195 -0.165
H: -2.187 -0.236 0.755
H: -2.544 -0.359 -0.877
H: -2.392 1.160 -0.215
H: -1.040 0.161 -0.419
C: 1.407 0.627 0.116
C: 1.098 -0.867 0.088
H: 1.857 0.909 1.069
H: 0.522 1.269 0.018
H: 2.092 0.959 -0.662
H: 1.981 -1.479 0.228
H: 0.387 -1.171 0.864
H: 0.571 -1.133 -0.841

Properties
ΔE to the lowest compared entry with this formula, charge and spin   11.25 kJ/mol
Kohn-Sham gap   11.59 eV
Strongest force on any atom   0.998 eV/A
Lowest unoccupied orbital energy   -4.37 eV
Total energy   -136.6817 Ha
Total charge   +1
HOMO level   -15.962 eV
Multiplicity   1
M   48.11 g/mol

***

(5)
DFT (ωB97M-V/def2-TZVPD) results for a molecular structure, C30H51AsF2NReSi4.

Geometry (Å):
Re: 0.693 0.158 0.893
C: 1.852 3.828 0.283
C: 2.463 3.597 1.586
C: 1.738 2.679 2.254
C: 0.605 2.216 1.403
C: 0.755 3.050 0.183
H: 2.207 4.535 -0.455
H: 3.351 4.094 1.953
H: 1.955 2.311 3.250
H: -0.359 2.380 1.882
H: 0.034 3.055 -0.616
C: -1.123 1.688 4.011
Si: -0.622 -0.107 3.991
C: -2.244 -0.984 4.346
C: 0.710 -0.248 5.297
N: 0.110 -0.787 2.448
C: 0.396 -2.199 2.516
C: 0.240 -3.028 3.631
C: 0.595 -4.369 3.594
C: 1.119 -4.946 2.448
C: 1.272 -4.163 1.315
C: 0.898 -2.847 1.397
F: 1.002 -2.080 0.252
H: -1.527 1.790 5.026
H: -1.931 1.971 3.334
H: -0.308 2.404 3.920
H: -2.684 -0.533 5.240
H: -2.220 -2.061 4.495
H: -2.936 -0.785 3.523
H: 0.331 0.182 6.228
H: 1.559 0.370 4.986
H: 1.092 -1.243 5.515
H: -0.143 -2.639 4.559
H: 0.463 -4.967 4.486
H: 1.405 -5.989 2.434
H: 1.666 -4.554 0.386
F: 5.350 0.805 -3.946
C: 4.719 0.601 -2.779
C: 4.734 1.598 -1.824
C: 4.078 1.376 -0.624
C: 3.408 0.177 -0.373
C: 2.764 -0.084 0.955
C: 3.425 -0.807 -1.366
C: 4.080 -0.606 -2.569
H: 5.263 2.521 -2.021
H: 4.103 2.137 0.146
H: 3.177 0.578 1.719
H: 2.951 -1.113 1.275
H: 2.946 -1.760 -1.181
H: 4.110 -1.370 -3.336
C: -4.176 0.981 -1.950
Si: -3.033 0.728 -0.494
C: -2.967 2.312 0.495
C: -3.615 -0.689 0.579
As: -0.824 0.175 -1.252
Si: -1.146 -1.965 -2.285
C: 0.397 -2.310 -3.282
C: -1.455 -3.317 -1.029
C: -2.681 -1.931 -3.359
Si: -0.362 1.638 -3.123
C: -1.165 0.875 -4.628
C: 1.485 1.666 -3.297
C: -1.059 3.364 -2.928
H: -5.154 1.284 -1.564
H: -4.319 0.079 -2.545
H: -3.828 1.779 -2.612
H: -3.987 2.545 0.817
H: -2.599 3.164 -0.078
H: -2.354 2.221 1.391
H: -4.418 -0.332 1.231
H: -2.821 -1.096 1.211
H: -4.024 -1.505 -0.022
H: 1.249 -2.513 -2.630
H: 0.669 -1.487 -3.945
H: 0.228 -3.195 -3.903
H: -0.561 -3.677 -0.527
H: -1.876 -4.160 -1.587
H: -2.188 -3.035 -0.271
H: -2.903 -1.004 -3.883
H: -3.552 -2.204 -2.756
H: -2.558 -2.719 -4.110
H: -0.886 -0.164 -4.812
H: -0.801 1.461 -5.480
H: -2.254 0.955 -4.620
H: 1.889 0.701 -3.608
H: 1.961 1.945 -2.354
H: 1.767 2.409 -4.049
H: -2.062 3.404 -2.500
H: -1.132 3.757 -3.948
H: -0.408 4.031 -2.366

Properties
ΔE to the lowest compared entry with this formula, charge and spin   46.66 kJ/mol
Kohn-Sham gap (spin up / spin down)   7.27 / 7.04 eV
Strongest force on any atom   0.624 eV/A
Lowest unoccupied orbital energy (spin up / spin down)   -3.17 / -3.22 eV
Total energy   -4900.1227 Ha
Total charge   +1
HOMO level (spin up / spin down)   -10.439 / -10.262 eV
Multiplicity   2
M   837.21 g/mol

***

(6)
DFT (ωB97M-V/def2-TZVPD) results for a molecular structure, C53H40BCoN10O3.

Geometry (Å):
Co: -1.486 1.658 0.510
C: -3.941 -3.055 4.330
C: -3.316 -2.327 5.353
C: -2.646 -1.148 5.077
C: -2.608 -0.709 3.760
C: -2.027 0.465 3.137
N: -1.430 1.407 3.830
C: -0.908 2.481 3.244
C: -0.274 3.534 3.986
C: -0.128 3.768 5.353
C: 0.546 4.908 5.746
C: 1.066 5.811 4.798
C: 0.922 5.587 3.442
C: 0.247 4.435 3.038
C: -0.084 3.900 1.747
N: 0.349 4.441 0.613
C: -0.014 3.967 -0.562
N: -0.865 2.928 -0.816
C: -1.130 2.927 -2.174
N: -2.107 2.287 -2.793
C: -2.828 1.360 -2.225
N: -2.423 0.583 -1.034
C: -3.627 -0.197 -0.661
N: -3.769 -0.886 0.439
C: -3.065 -0.657 1.531
N: -2.268 0.441 1.791
C: -3.259 -1.419 2.742
C: -3.924 -2.610 3.020
C: -4.548 -0.099 -1.729
C: -5.785 -0.731 -1.927
C: -6.507 -0.426 -3.056
C: -6.036 0.526 -3.986
C: -4.838 1.173 -3.799
C: -4.069 0.850 -2.671
C: -0.338 3.938 -2.824
C: -0.191 4.331 -4.153
C: 0.670 5.375 -4.433
C: 1.371 6.037 -3.412
C: 1.224 5.656 -2.091
C: 0.377 4.591 -1.807
N: -0.822 2.754 1.905
H: -4.444 -3.983 4.575
H: -3.364 -2.698 6.369
H: -2.165 -0.569 5.856
H: -0.532 3.067 6.073
H: 0.674 5.123 6.801
H: 1.579 6.700 5.148
H: 1.317 6.276 2.706
H: -4.411 -3.169 2.231
H: -6.138 -1.451 -1.198
H: -7.456 -0.917 -3.237
H: -6.640 0.755 -4.857
H: -4.478 1.920 -4.496
H: -0.742 3.831 -4.941
H: 0.810 5.695 -5.459
H: 2.028 6.859 -3.672
H: 1.740 6.167 -1.287
C: 2.473 -5.694 -2.407
C: 1.070 -5.626 -3.029
C: 0.126 -6.540 -2.235
C: 1.129 -6.142 -4.474
C: 0.594 -4.170 -2.991
C: 0.989 -3.271 -3.984
C: 0.598 -1.933 -3.995
C: -0.211 -1.508 -2.968
O: -0.708 -0.267 -2.694
B: -1.449 -0.412 -1.523
O: -1.338 -1.712 -1.037
C: -0.590 -2.385 -1.957
C: -0.209 -3.706 -1.943
H: 2.814 -6.731 -2.332
H: 2.465 -5.259 -1.405
H: 3.192 -5.139 -3.014
H: 0.354 -7.587 -2.442
H: -0.913 -6.356 -2.512
H: 0.233 -6.387 -1.160
H: 1.301 -7.220 -4.479
H: 1.940 -5.681 -5.040
H: 0.191 -5.941 -4.995
H: 1.640 -3.613 -4.779
H: 0.921 -1.259 -4.778
H: -0.528 -4.336 -1.124
C: 5.229 -0.329 0.637
N: 3.841 -0.753 0.552
N: 2.862 0.055 1.134
C: 1.672 -0.028 0.398
O: 0.602 0.479 0.733
C: 2.015 -0.875 -0.715
C: 3.307 -1.250 -0.601
C: 4.105 -2.080 -1.544
C: 3.039 0.495 2.465
C: 3.646 -0.351 3.390
C: 3.862 0.091 4.685
C: 3.458 1.362 5.062
C: 2.827 2.188 4.144
C: 2.616 1.763 2.840
H: 5.349 0.316 1.501
H: 5.537 0.224 -0.255
H: 5.872 -1.199 0.764
H: 1.348 -1.183 -1.493
H: 3.432 -2.511 -2.284
H: 4.625 -2.887 -1.025
H: 4.853 -1.477 -2.065
H: 3.937 -1.351 3.094
H: 4.334 -0.570 5.402
H: 3.635 1.709 6.073
H: 2.492 3.170 4.440
H: 2.130 2.404 2.115

Properties
ΔE to the lowest compared entry with this formula, charge and spin   42.72 kJ/mol
Kohn-Sham gap (spin up / spin down)   4.22 / 4.49 eV
Strongest force on any atom   0.512 eV/A
Lowest unoccupied orbital energy (spin up / spin down)   1.99 / 1.54 eV
Total energy   -4224.8715 Ha
Total charge   -1
HOMO level (spin up / spin down)   -2.240 / -2.943 eV
Multiplicity   4
M   934.71 g/mol

***

(7)
DFT (ωB97M-V/def2-TZVPD) results for a gas-phase ion, C3H7NO2 (charge +1) at a distorted geometry.

Geometry (Å):
C: 0.594 -0.303 -0.487
N: -0.430 0.286 0.327
C: -1.459 -0.562 0.827
O: -2.115 0.000 1.815
O: -1.713 -1.601 0.283
C: 1.486 0.738 -1.109
H: 0.074 -0.831 -1.292
H: 1.078 -1.101 0.087
H: -0.075 0.924 1.048
H: -2.626 -0.706 2.253
H: 2.020 1.304 -0.353
H: 2.244 0.340 -1.760
H: 0.925 1.511 -1.640

Properties
ΔE to the lowest compared entry with this formula, charge and spin   47.40 kJ/mol
Kohn-Sham gap (spin up / spin down)   13.66 / 7.34 eV
Strongest force on any atom   2.463 eV/A
Lowest unoccupied orbital energy (spin up / spin down)   -3.52 / -9.62 eV
Total energy   -323.4132 Ha
Total charge   +1
HOMO level (spin up / spin down)   -17.187 / -16.958 eV
Multiplicity   2
M   89.09 g/mol

***

(8)
DFT (ωB97M-V/def2-TZVPD) results for 2 unconnected molecules or ions with the total composition C3F5NO3 at a distorted geometry.

Geometry (Å):
C: -1.100 -0.476 -0.460
C: 0.007 0.596 1.243
C: -0.353 -0.180 -1.770
N: 1.252 -0.138 1.485
O: 1.121 -1.255 1.924
O: -2.070 -1.052 -0.196
O: 2.277 0.417 1.182
F: -0.884 0.480 2.217
F: 0.168 1.859 0.890
F: -0.274 -1.267 -2.528
F: 0.876 0.260 -1.545
F: -1.020 0.758 -2.440

Properties
ΔE to the lowest compared entry with this formula, charge and spin   75.73 kJ/mol
Kohn-Sham gap   8.82 eV
Strongest force on any atom   4.550 eV/A
Lowest unoccupied orbital energy   -1.39 eV
Total energy   -893.9397 Ha
HOMO level   -10.206 eV
Multiplicity   1
M   193.03 g/mol

***

(9)
DFT (ωB97M-V/def2-TZVPD) results for a single C3H5FOS molecule at a distorted geometry.

Geometry (Å):
C: 0.562 0.440 -0.678
C: 0.027 -0.104 0.640
C: -1.438 -0.168 0.686
H: 2.010 -0.681 -1.104
H: 0.314 1.497 -0.561
H: 0.028 0.010 -1.558
H: 0.581 0.389 1.438
H: -1.949 -1.133 0.721
O: 1.897 0.201 -0.723
F: 0.442 -1.478 0.777
S: -2.474 1.028 0.361

Properties
ΔE to the lowest compared entry with this formula, charge and spin   103.30 kJ/mol
Kohn-Sham gap   8.51 eV
Strongest force on any atom   2.231 eV/A
Lowest unoccupied orbital energy   -0.61 eV
Total energy   -690.5503 Ha
SMILES   OC[C@H](F)C=S
HOMO level   -9.121 eV
Multiplicity   1
M   108.14 g/mol

***

(10)
DFT (ωB97M-V/def2-TZVPD) results for a gas-phase ion, C2H6NO (charge -1).

Geometry (Å):
C: 1.007 0.560 0.291
O: 2.091 0.201 0.958
C: -0.124 -0.503 0.234
N: -1.338 0.062 -0.383
H: 1.145 0.767 -0.823
H: 0.480 1.489 0.652
H: -0.364 -0.881 1.226
H: 0.289 -1.342 -0.346
H: -2.066 -0.652 -0.466
H: -1.120 0.300 -1.344

Properties
ΔE to the lowest compared entry with this formula, charge and spin   26.59 kJ/mol
Kohn-Sham gap   6.63 eV
Strongest force on any atom   0.720 eV/A
Lowest unoccupied orbital energy   4.60 eV
Total energy   -209.7674 Ha
SMILES   NCC[O-]
Total charge   -1
HOMO level   -2.031 eV
Multiplicity   1
M   60.08 g/mol